ORCA calculation (ωB97M-V with the def2-TZVPD basis set) on 2 unconnected molecules or ions with the total composition C5H12SSi at a distorted geometry.

The SMILES is C=[Si](C)C(C)=S.C. The frontier orbital gap is 7.1 eV. Its total energy is -885.26826 Ha. The largest force on an atom is 4.0 eV/A.

Geometry as ORCA input:
```
! RIJCOSX wB97M-V def2-TZVPD def2/J DEFGRID3
* xyz 0 1
H -3.17921 -0.52450 0.66068
C -2.59531 -0.50654 -0.23720
H -2.57962 -1.41205 -0.81891
C 2.70772 -0.25516 1.39476
C 0.72413 2.33410 -1.47998
H 1.66136 2.97725 -1.54091
H 0.33629 -1.85109 -1.65130
H 2.74583 0.70698 1.94517
S -0.05340 2.36688 1.11690
C 1.16077 -1.49134 -0.94515
H 1.99734 -2.16495 -0.96160
Si 1.54280 -0.00293 -0.08414
H -1.45869 -0.36353 0.13343
C 0.72161 1.68173 -0.14842
H -0.14324 3.08552 -1.48050
H 0.63268 1.45155 -2.19325
H -2.73965 0.37896 -0.86449
H 2.22180 -1.10676 1.98772
H 3.79958 -0.51896 1.22174
*
```

Results of the Mulliken charge analysis, in e, for atoms 1 through 4: number 1, H, carries 0.29; number 2, C, carries -0.76; number 3, H, carries 0.25; number 4, C, carries -0.96